# 1
2 unconnected molecules or ions with the total composition C4H12S at a distorted geometry. Source: OMol25; level of theory: ωB97M-V with the def2-TZVPD basis set.

Computed properties:
**Structure (SMILES)**: CCC.CS
**Orbital gap**: 10.09 eV
**LUMO level**: 1.027 eV
**Energy above the lowest of the compared OMol25 structures with the same formula, charge and spin**: 33.41 kJ/mol
**Net charge**: 0

Last column: Mulliken charge in e.
CARTESIAN COORDINATES (ANGSTROEM)
C 0.5812 -3.2194 -2.7448  -1.23
C 0.9265 -1.7280 -2.5297  -0.20
C -0.2534 -0.8136 -2.8613  -0.99
H -0.3013 -3.5307 -2.2144  0.37
H 1.4723 -3.8136 -2.5186  0.33
H 0.4390 -3.4197 -3.8085  0.31
H 1.7963 -1.5054 -3.1130  0.30
H 1.1614 -1.6573 -1.4922  0.25
H -0.1264 -0.2551 -3.7937  0.27
H -1.1979 -1.3480 -2.9633  0.30
H -0.3708 -0.0351 -2.1023  0.29
C -1.1778 3.6267 5.0211  -0.70
S 0.5944 4.1244 4.9633  -0.19
H -1.5690 4.0172 5.9569  0.25
H -1.7326 4.1256 4.2263  0.24
H -1.2763 2.5617 4.8737  0.28
H 1.0346 2.8704 5.1004  0.11

Force components x, y, z for each atom (eV/Å):
C 1.19 0.52 -1.08
C -1.38 -1.24 -0.25
C 0.09 0.74 -0.17
H -0.19 -0.20 0.39
H -0.33 -0.18 0.47
H -0.36 0.09 -0.09
H 0.55 0.33 -0.24
H 0.41 0.41 0.80
H 0.13 -0.23 -0.05
H 0.02 -0.11 0.19
H -0.13 -0.14 0.03
C 0.22 1.02 -0.15
S -0.39 -0.38 -0.19
H -0.20 -0.55 0.10
H 0.21 -0.02 -0.10
H -0.07 -0.15 0.31
H 0.24 0.07 0.02

# 2
2 unconnected molecules or ions with the total composition C21H28N3O at a distorted geometry. Source: OMol25; level of theory: ωB97M-V with the def2-TZVPD basis set.

Computed properties:
**Orbital gap**: 5.88 eV
**LUMO level**: -3.882 eV
**Energy above the lowest of the compared OMol25 structures with the same formula, charge and spin**: 0.00 kJ/mol
**Net charge**: +1

Last column: Mulliken charge in e.
CARTESIAN COORDINATES (ANGSTROEM)
C 2.6157 7.2499 -0.3963  -0.81
O 1.8515 6.5787 0.6359  -0.42
C 1.9901 5.2335 0.7553  0.87
C 1.2581 4.5847 1.7848  -0.74
C 1.3757 3.2249 1.9642  -0.36
C 2.2692 2.4616 1.1678  0.00
C 2.4496 1.0605 1.4503  -0.28
N 3.6318 0.4849 1.5569  0.14
C 3.7180 -0.9617 1.7630  -0.78
C 4.8955 1.2317 1.5541  -0.80
C 2.9721 3.1113 0.1261  -0.69
C 2.8351 4.4680 -0.0904  -0.29
H 2.3353 8.2969 -0.2803  0.24
H 3.6977 7.1224 -0.2409  0.35
H 2.3401 6.8882 -1.3984  0.34
H 0.6137 5.1980 2.4150  0.43
H 0.8144 2.7183 2.7487  0.42
H 1.5699 0.4419 1.6789  0.49
H 4.7757 -1.2290 1.7857  0.30
H 3.2412 -1.2425 2.7120  0.33
H 3.2098 -1.4912 0.9463  0.33
H 5.6636 0.5379 1.9043  0.34
H 5.1640 1.5725 0.5454  0.31
H 4.8580 2.1000 2.2256  0.35
H 3.6242 2.5400 -0.5352  0.51
H 3.3819 4.9539 -0.9029  0.40
C -2.8101 -2.8741 -3.6105  -0.85
C -2.0109 -1.6833 -3.0731  -0.71
C -1.7824 -1.7558 -1.5989  0.74
C -2.5784 -2.6001 -0.7871  0.88
N -3.5766 -3.3616 -1.3372  0.05
C -3.9957 -3.1765 -2.7092  -0.57
C -4.5355 -4.0588 -0.5082  -0.57
C -3.8772 -4.6201 0.7412  -0.85
C -3.1326 -3.5190 1.5016  -0.73
C -2.3231 -2.6406 0.6050  0.70
C -1.2973 -1.8210 1.1086  -1.10
N -0.5513 -1.0314 0.3393  -0.43
C -0.7871 -0.9864 -0.9695  -1.37
H -3.1745 -2.6684 -4.6205  0.37
H -2.1580 -3.7549 -3.6669  0.30
H -1.0457 -1.6300 -3.5903  0.40
H -2.5484 -0.7541 -3.3228  0.27
H -4.7321 -2.3522 -2.7731  0.27
H -4.5043 -4.0971 -3.0266  0.40
H -5.3571 -3.3745 -0.2208  0.27
H -4.9741 -4.8629 -1.1147  0.40
H -4.6444 -5.0735 1.3745  0.37
H -3.1702 -5.4108 0.4601  0.30
H -3.8670 -2.9120 2.0557  0.27
H -2.4786 -3.9751 2.2541  0.40
H -1.0798 -1.8231 2.1810  0.39
H -0.1600 -0.3178 -1.5675  0.43

Force components x, y, z for each atom (eV/Å):
C -0.22 -0.10 0.24
O 0.33 -1.01 -0.22
C 0.25 0.02 -0.14
C 0.20 0.56 -0.39
C 0.21 -0.38 -0.30
C 0.02 0.76 -0.27
C 1.03 -0.38 0.58
N -1.55 0.81 -0.26
C -0.19 -0.59 0.04
C 0.51 0.11 -0.25
C -0.03 -0.18 0.40
C -0.31 0.48 0.18
H 0.15 -0.16 -0.14
H -0.35 0.04 0.05
H -0.01 0.11 0.34
H 0.15 -0.24 -0.16
H 0.05 0.20 -0.16
H 0.31 0.01 -0.25
H -0.33 -0.16 -0.01
H 0.19 0.12 -0.24
H 0.21 0.16 0.24
H -0.09 0.32 -0.06
H -0.04 -0.20 0.39
H -0.23 -0.26 -0.23
H -0.23 0.15 0.16
H -0.25 -0.30 0.34
C 0.16 -0.09 0.05
C -0.14 0.26 -0.65
C 0.50 0.31 0.87
C 0.12 0.24 0.12
N 0.10 -0.34 -0.11
C -0.04 0.30 -0.20
C -0.17 0.10 0.31
C 0.18 -0.06 -0.03
C -0.43 -0.21 0.53
C 0.74 0.71 -0.15
C -0.77 -0.73 -0.81
N 0.68 0.65 0.45
C -0.91 -0.94 -0.28
H 0.10 -0.02 0.08
H -0.15 0.09 0.04
H -0.14 0.05 0.04
H 0.12 -0.18 0.09
H 0.11 -0.18 -0.04
H 0.13 0.26 0.01
H 0.12 -0.18 -0.06
H 0.08 0.17 0.21
H 0.13 0.03 -0.02
H -0.13 0.11 -0.03
H 0.17 -0.10 -0.12
H -0.12 0.09 -0.05
H -0.06 -0.03 -0.28
H -0.17 -0.20 0.14